(1)
C38H32BrCl2N4O6Sr | ωB97M-V/def2-TZVPD

Geometry as XYZ:
```
84
Properties=species:S:1:pos:R:3:forces:R:3
Sr -1.2099 0.2111 -0.6730 0.097 -0.078 0.060
Br 3.9165 -5.7112 -0.0682 0.002 0.001 0.003
C 2.9559 -4.1483 -0.5830 0.005 -0.008 -0.035
C 2.7675 -3.8713 -1.9451 0.011 -0.010 0.027
C 2.0574 -2.7664 -2.3232 0.006 0.014 0.008
C 1.4485 -1.8735 -1.3767 -0.002 -0.005 0.049
O 0.6832 -0.9497 -1.7710 -0.066 0.114 0.005
C 1.7528 -2.1307 0.0062 0.031 -0.018 -0.022
C 1.4441 -1.2405 1.0939 -0.013 -0.030 -0.005
N 0.8814 -0.0815 1.0554 0.021 -0.033 -0.022
C 0.9413 0.6898 2.2258 -0.015 0.027 -0.019
C 2.0049 0.6463 3.0997 0.033 -0.005 0.024
C 2.0333 1.4205 4.2768 -0.012 0.000 -0.005
C 1.0066 2.2640 4.5787 0.002 -0.007 -0.007
C -0.0788 2.3899 3.6789 0.002 0.010 0.018
C -1.1511 3.2802 3.9163 0.004 0.000 -0.001
C -2.1489 3.3936 2.9978 -0.001 -0.008 -0.007
C -2.0713 2.6220 1.8183 0.001 0.006 -0.004
N -1.1014 1.7806 1.5729 0.030 -0.069 -0.049
C -0.1090 1.6303 2.4883 -0.010 0.005 0.001
C 2.4747 -3.2861 0.3623 -0.014 0.028 0.006
H 3.1859 -4.5367 -2.6903 0.004 -0.001 -0.003
H 1.8975 -2.5417 -3.3707 0.008 -0.004 0.000
H 1.7917 -1.6203 2.0631 -0.014 0.015 0.012
H 2.8572 0.0211 2.8689 -0.010 -0.006 -0.016
H 2.8881 1.3415 4.9370 0.000 0.000 0.002
H 1.0150 2.8616 5.4824 0.001 0.000 0.001
H -1.1550 3.8657 4.8288 -0.003 0.002 -0.001
H -2.9832 4.0663 3.1428 0.002 0.002 0.003
H -2.8244 2.7154 1.0435 -0.005 -0.002 0.005
H 2.6583 -3.4824 1.4127 -0.002 0.002 -0.001
C -2.9460 -7.0650 0.8304 0.014 -0.001 -0.006
C -3.8041 -6.0298 0.1638 0.020 0.007 -0.003
C -4.7069 -6.3622 -0.8308 -0.014 0.004 0.008
C -5.4693 -5.3788 -1.4456 -0.005 0.005 0.026
Cl -6.5745 -5.8296 -2.7231 -0.011 0.003 -0.010
C -5.3423 -4.0555 -1.0826 -0.005 -0.005 0.010
C -4.4475 -3.7047 -0.0784 -0.027 -0.007 0.025
C -3.6852 -4.6847 0.5468 0.074 0.016 -0.040
O -2.7918 -4.4445 1.5354 -0.067 -0.016 0.019
C -2.7273 -3.1191 2.0395 0.013 -0.022 -0.017
C -2.1576 -2.0869 1.0606 0.015 -0.035 -0.043
O -1.4641 -2.4816 0.1046 0.103 -0.002 -0.106
O -2.4431 -0.8950 1.3272 -0.061 0.145 0.051
H -3.1449 -8.0543 0.4191 -0.002 -0.003 0.002
H -3.1253 -7.0867 1.9066 -0.004 -0.003 0.001
H -1.8875 -6.8333 0.6970 -0.007 0.004 0.000
H -4.8124 -7.3949 -1.1397 -0.002 -0.004 0.000
H -5.9238 -3.2915 -1.5807 -0.003 0.008 0.002
H -4.3410 -2.6604 0.1789 -0.012 -0.007 -0.005
H -2.0656 -3.1639 2.9044 -0.011 -0.015 -0.001
H -3.7133 -2.7873 2.3729 -0.005 0.006 0.007
N -3.0727 -1.1298 -2.2586 0.003 -0.170 0.071
C -2.7653 -2.1998 -2.5809 0.143 0.218 -0.233
N -2.4049 -3.4030 -2.9891 -0.035 -0.126 0.139
C -0.9883 -3.7863 -2.8629 -0.151 0.024 0.052
C -0.8902 -5.2944 -2.7357 -0.003 -0.014 -0.002
C -1.5775 -5.9790 -3.9141 0.001 0.012 -0.017
C -3.0290 -5.5188 -4.0303 0.006 -0.002 0.004
C -3.1277 -4.0023 -4.1101 -0.033 -0.016 -0.027
H -0.5857 -3.2875 -1.9897 -0.013 0.049 0.071
H -0.4473 -3.4418 -3.7534 0.028 0.035 0.020
H -1.3639 -5.5922 -1.7958 -0.010 -0.012 0.007
H 0.1646 -5.5720 -2.6789 -0.010 0.003 0.009
H -1.5384 -7.0656 -3.8085 0.007 0.010 0.008
H -1.0391 -5.7294 -4.8363 -0.001 -0.005 -0.007
H -3.5866 -5.8548 -3.1540 0.030 0.002 -0.040
H -3.5069 -5.9507 -4.9128 -0.004 0.003 0.004
H -4.1666 -3.6762 -4.0647 -0.007 -0.010 0.007
H -2.6983 -3.6443 -5.0568 0.000 0.007 0.000
Cl -2.2839 8.7295 -3.2751 0.001 0.001 0.000
C -2.0830 7.0588 -2.8008 0.000 0.002 0.004
C -0.8190 6.4941 -2.8341 0.000 -0.001 -0.001
C -0.6690 5.1678 -2.4575 0.000 0.003 0.001
C -1.7657 4.4188 -2.0508 -0.001 -0.003 -0.003
C -3.0233 5.0079 -2.0263 0.004 -0.001 0.006
C -3.1921 6.3324 -2.4016 -0.001 0.000 -0.003
C -1.5884 2.9715 -1.6350 -0.006 -0.002 0.009
O -0.4394 2.4797 -1.7145 -0.014 -0.009 -0.019
O -2.6087 2.3580 -1.2253 -0.031 -0.015 -0.009
H 0.0283 7.0868 -3.1511 0.001 -0.001 0.000
H 0.3003 4.6875 -2.4716 0.000 -0.001 0.001
H -3.8648 4.4055 -1.7108 0.000 0.000 0.001
H -4.1673 6.8000 -2.3886 0.000 0.000 0.000
```
Forces are in eV/Å.

Its charge is -1. The HOMO energy is -4.873 eV. Its energy relative to the best compared isomer or geometry (same formula, charge and spin) is 7.9 kcal/mol. For the HOMO-LUMO gap, the calculation gives 7.01 eV. The calculation puts the LUMO energy at 2.14 eV. As for the maximum force: 0.3 eV Å⁻¹.


(2)
C38H32CaF6N8O6S2 | ωB97M-V/def2-TZVPD

Geometry as XYZ:
```
93
Properties=species:S:1:pos:R:3:forces:R:3
Ca -0.0645 1.2939 0.4795 0.376 -1.439 1.018
C 3.0591 -1.7232 1.4621 0.088 -0.072 -0.051
C 1.7236 -2.2847 0.9754 -0.020 -0.036 0.049
C 1.6684 -2.3806 -0.5239 0.227 -0.027 0.095
C 1.4044 -3.5935 -1.1563 0.192 -0.057 -0.125
C 1.4692 -3.6633 -2.5369 0.007 0.002 0.055
C 1.8039 -2.5208 -3.2462 -0.056 0.054 0.003
C 2.0235 -1.3540 -2.5315 -0.062 0.071 -0.139
N 1.9488 -1.2718 -1.2072 -0.060 0.101 -0.012
N 3.0890 -0.2592 1.6079 -0.055 0.156 -0.053
C 2.5095 0.0336 2.9196 0.188 0.000 0.214
C 2.1407 1.4601 3.2319 -0.150 -0.329 -0.216
C 2.8129 2.1940 4.1949 0.030 -0.013 -0.050
C 2.3435 3.4496 4.5437 -0.078 0.046 -0.009
C 1.1791 3.9124 3.9526 0.129 -0.141 0.067
C 0.5621 3.0980 3.0182 -0.144 0.212 -0.054
N 1.0331 1.9137 2.6329 0.060 0.355 0.195
C 4.4704 0.1896 1.4803 -0.042 -0.080 0.067
C 4.7794 1.6327 1.1323 0.068 -0.136 0.044
C 6.1325 1.9376 0.9482 -0.051 0.005 0.047
C 6.4992 3.2347 0.6672 0.048 0.024 -0.015
C 5.5045 4.1992 0.5755 -0.016 -0.010 -0.003
C 4.1954 3.7980 0.7515 -0.081 -0.043 0.001
N 3.8259 2.5397 1.0167 -0.084 0.066 0.097
H 3.8350 -2.0213 0.7546 -0.037 0.036 0.018
H 3.3186 -2.1892 2.4256 0.010 -0.042 -0.026
H 0.9057 -1.6690 1.3539 0.349 -0.073 -0.164
H 1.5752 -3.2827 1.3923 -0.023 0.034 0.048
H 1.1699 -4.4688 -0.5653 -0.017 0.011 0.015
H 1.2757 -4.5971 -3.0486 0.001 -0.021 -0.015
H 1.8832 -2.5253 -4.3243 0.009 -0.001 -0.015
H 2.2714 -0.4325 -3.0487 -0.002 0.020 -0.001
H 3.1880 -0.3290 3.7140 0.001 0.031 -0.032
H 1.5803 -0.5337 3.0196 0.021 -0.005 0.003
H 3.6954 1.7738 4.6590 0.006 0.021 0.007
H 2.8653 4.0445 5.2820 0.002 0.009 0.002
H 0.7429 4.8671 4.2081 0.017 0.005 0.010
H -0.3717 3.4136 2.5662 0.066 0.069 -0.065
H 4.9331 -0.4054 0.6903 -0.010 0.019 0.018
H 5.0326 -0.0431 2.4050 0.016 -0.025 -0.038
H 6.8761 1.1552 1.0316 0.018 -0.018 0.015
H 7.5405 3.4938 0.5239 0.000 0.007 0.000
H 5.7346 5.2346 0.3688 0.007 0.018 -0.012
H 3.3899 4.5155 0.6779 -0.107 0.056 0.008
F 1.5461 3.5998 -3.5589 -0.051 -0.077 0.032
C 1.6601 4.2789 -2.4230 -0.031 0.134 -0.127
F 1.1910 5.5066 -2.6010 0.041 -0.041 0.054
F 2.9422 4.3362 -2.0781 -0.049 0.034 -0.007
S 0.7402 3.4479 -1.0638 0.001 0.585 -0.517
O 1.3464 2.1194 -1.0022 0.195 0.962 -0.999
O 0.8671 4.2447 0.1270 0.314 -0.046 -0.133
N -0.7504 3.4161 -1.6162 0.066 0.063 0.589
S -1.8763 3.7294 -0.5061 0.468 -0.211 0.034
O -1.7187 2.8133 0.6388 -0.672 0.834 -0.609
O -2.0998 5.1043 -0.2117 -0.037 -0.075 0.020
C -3.4347 3.1570 -1.3893 0.048 0.101 -0.111
F -4.1399 2.4057 -0.5491 -0.032 0.025 0.037
F -3.1860 2.4597 -2.4865 0.035 0.020 -0.042
F -4.1462 4.2276 -1.7169 0.038 -0.080 0.044
N -9.0377 -3.9942 -2.5338 -0.058 -0.023 -0.007
C -8.0338 -3.4394 -2.4779 0.161 0.067 0.026
C -6.7702 -2.7498 -2.4099 -0.187 -0.072 -0.036
C -6.1508 -2.3245 -3.5802 0.064 0.040 -0.017
C -4.9396 -1.6606 -3.5180 -0.068 -0.027 0.060
C -4.3365 -1.4362 -2.2856 0.164 0.136 -0.084
C -4.9531 -1.8576 -1.1133 0.001 -0.100 -0.032
C -6.1713 -2.5077 -1.1783 0.081 -0.009 0.044
N -3.0920 -0.7534 -2.2370 0.127 -0.325 0.012
C -2.2007 -0.5503 -3.2801 -0.182 0.177 0.001
C -1.1889 0.1890 -2.7646 0.023 0.051 0.025
N -1.4054 0.4214 -1.4240 -0.077 -0.446 -0.145
C -2.5341 -0.1825 -1.1437 -0.130 0.351 0.099
H -6.6219 -2.5041 -4.5363 -0.014 -0.005 0.000
H -4.4792 -1.3051 -4.4276 0.000 0.001 -0.007
H -4.4836 -1.7124 -0.1521 0.066 -0.013 0.040
H -6.6478 -2.8456 -0.2689 -0.023 -0.002 -0.001
H -2.3736 -0.9296 -4.2687 0.028 -0.012 -0.028
H -0.3369 0.5984 -3.2752 0.127 -0.040 -0.012
H -3.0092 -0.1722 -0.1792 0.068 -0.059 0.067
O -0.5283 -1.3953 3.3102 -0.133 0.057 0.178
C -1.0315 -1.3436 2.1966 -0.211 0.077 -0.107
O -0.9734 -0.3430 1.3873 -0.481 -1.023 0.621
C -1.7031 -2.5830 1.6479 0.022 -0.095 -0.030
C -1.3621 -3.0468 0.3794 -0.154 0.162 -0.007
C -1.8474 -4.2630 -0.0799 -0.116 0.064 -0.013
C -2.7206 -5.0015 0.7071 -0.030 0.021 -0.004
C -3.0884 -4.5278 1.9602 0.016 0.021 0.030
C -2.5622 -3.3355 2.4395 0.019 -0.042 -0.010
H -0.6863 -2.4638 -0.2354 -0.263 -0.001 0.047
H -1.5534 -4.6280 -1.0566 0.014 -0.001 -0.013
H -3.1117 -5.9445 0.3477 -0.006 -0.010 -0.002
H -3.7657 -5.1043 2.5766 -0.017 -0.005 0.014
H -2.7954 -2.9865 3.4366 -0.005 -0.005 0.030
```
Forces are in eV/Å.

The HOMO energy is -8.843 eV. Its energy relative to the best compared isomer or geometry (same formula, charge and spin) is 57.7 kcal/mol. For the HOMO-LUMO gap, the calculation gives 8.74 eV. The calculation puts the LUMO energy at -0.11 eV. As for the maximum force: 1.8 eV Å⁻¹.


(3)
C38H32ClIN5NiO3 | ωB97M-V/def2-TZVPD

Geometry as XYZ:
```
81
Properties=species:S:1:pos:R:3:forces:R:3
Ni -0.1314 0.8614 0.1077 1.092 -0.012 0.403
C 0.2725 -0.2375 -3.4350 -0.005 0.024 -0.062
C 1.4066 0.7275 -3.2349 -0.046 0.022 -0.027
C 2.5855 0.5837 -3.9601 -0.019 0.003 -0.030
C 3.6032 1.5135 -3.8458 -0.002 0.007 -0.002
C 3.4406 2.6020 -3.0009 0.010 -0.007 -0.001
C 2.2836 2.7679 -2.2514 0.036 -0.073 0.102
C 2.1587 3.9124 -1.2888 -0.045 0.048 -0.073
C 1.2652 1.8088 -2.3627 -0.022 -0.064 -0.066
N 0.1265 1.8947 -1.5223 -0.346 -0.051 -0.070
C -0.7207 2.9193 -1.6846 0.022 -0.082 -0.075
O -0.8134 3.7255 -2.6104 0.001 0.035 0.047
C -1.6173 3.0546 -0.4723 0.069 0.044 0.024
C -2.6542 3.9524 -0.2961 0.022 0.024 0.009
C -3.3250 3.9476 0.9218 0.009 -0.011 -0.008
C -2.9597 3.0566 1.9268 0.021 0.020 0.024
C -1.9194 2.1827 1.6728 0.035 0.018 0.016
N -1.2826 2.2274 0.5089 -0.390 -0.178 -0.175
C -1.3942 1.0971 2.5885 0.067 -0.015 0.024
O -1.8211 0.9888 3.7387 -0.002 0.026 -0.035
N -0.4644 0.3702 1.9546 -0.361 0.177 0.034
C 0.2639 -0.5923 2.7043 -0.084 -0.111 -0.020
C -0.1680 -1.9204 2.7453 0.000 0.004 -0.053
C -1.5211 -2.3050 2.2110 -0.004 0.003 0.016
C 0.6485 -2.8787 3.3371 0.005 -0.006 0.009
C 1.8555 -2.5214 3.9137 0.000 -0.003 -0.006
C 2.2301 -1.1865 3.9445 -0.002 0.001 0.017
C 1.4381 -0.2040 3.3616 0.012 0.010 -0.017
C 1.8039 1.2486 3.4722 -0.013 0.008 0.013
H 0.6297 -1.1813 -3.8520 0.000 0.001 -0.001
H -0.4672 0.1861 -4.1217 0.004 -0.001 -0.004
H -0.2385 -0.4336 -2.4981 -0.038 0.019 0.016
H 2.6936 -0.2653 -4.6268 0.008 -0.007 0.011
H 4.5214 1.3914 -4.4074 0.005 -0.006 0.008
H 4.2398 3.3266 -2.8931 0.002 -0.001 0.002
H 3.1065 4.4459 -1.2102 0.001 0.000 -0.002
H 1.8973 3.5295 -0.3029 -0.001 0.014 0.018
H 1.3864 4.6143 -1.6125 0.000 -0.009 -0.016
H -2.9021 4.6250 -1.1051 -0.011 0.004 0.006
H -4.1430 4.6378 1.0877 0.007 0.007 0.004
H -3.4558 3.0125 2.8863 -0.007 0.006 -0.003
H -1.8483 -1.6240 1.4270 0.005 -0.008 0.001
H -2.2643 -2.2503 3.0112 -0.004 0.003 -0.003
H -1.5167 -3.3246 1.8197 -0.001 -0.001 0.006
H 0.3275 -3.9151 3.3437 0.002 -0.003 -0.007
H 2.4976 -3.2775 4.3489 -0.005 0.002 0.010
H 3.1557 -0.8938 4.4269 0.005 0.001 -0.006
H 2.7835 1.3614 3.9382 0.001 0.000 0.005
H 1.0650 1.7672 4.0896 -0.004 0.003 -0.001
H 1.8298 1.7243 2.4926 0.008 -0.009 0.018
Cl 5.1929 -3.6303 -0.3140 0.008 -0.014 0.000
C 4.2905 -2.1425 -0.1261 0.008 0.031 0.017
C 4.9585 -0.9801 0.1577 0.006 -0.031 -0.028
C 4.2718 0.2180 0.3312 -0.017 0.061 0.041
I 5.3088 1.9609 0.8194 -0.019 -0.049 -0.034
C 2.8690 0.3278 0.2314 -0.063 -0.004 -0.120
O 2.2037 1.3699 0.4135 0.112 0.048 0.125
C 2.1895 -0.9220 -0.1200 0.076 -0.054 0.076
N 0.8416 -0.8503 -0.2581 0.079 0.069 0.031
C 0.1568 -1.9515 -0.4851 -0.046 0.069 -0.111
C 0.7588 -3.2065 -0.6081 0.035 -0.043 -0.005
C 2.1175 -3.3068 -0.5027 -0.029 0.004 -0.007
C 2.8847 -2.1501 -0.2595 -0.034 0.054 -0.001
H 6.0363 -0.9993 0.2520 -0.001 -0.001 0.012
H -0.9137 -1.8432 -0.5791 -0.004 0.016 0.006
H 0.1394 -4.0775 -0.7760 0.004 0.002 -0.015
H 2.6163 -4.2625 -0.5909 -0.002 0.001 -0.006
C -6.0363 -3.1184 -0.8169 -0.012 0.019 -0.013
C -4.9401 -2.0955 -0.9127 0.016 -0.010 0.009
C -4.0154 -2.1047 -1.9483 0.000 -0.019 0.010
C -2.9968 -1.1627 -1.9634 -0.022 0.002 0.010
N -2.8393 -0.2297 -1.0272 -0.196 0.019 -0.141
C -3.7516 -0.1987 -0.0567 0.025 -0.033 0.046
C -4.7996 -1.0986 0.0455 0.000 0.015 -0.011
H -5.9975 -3.8191 -1.6498 -0.001 0.000 -0.003
H -7.0168 -2.6396 -0.8173 0.000 0.002 0.001
H -5.9501 -3.6854 0.1112 0.000 -0.003 0.000
H -4.0761 -2.8447 -2.7370 0.003 -0.005 0.001
H -2.2650 -1.1657 -2.7637 0.009 0.001 0.003
H -3.6346 0.5802 0.6883 0.024 -0.019 0.024
H -5.4910 -1.0246 0.8762 0.002 -0.003 0.006
```
Forces are in eV/Å.

Its charge is -1. The HOMO energy is -4.275 eV. Its energy relative to the best compared isomer or geometry (same formula, charge and spin) is 3.2 kcal/mol. For the HOMO-LUMO gap, the calculation gives 6.51 eV. The calculation puts the LUMO energy at 2.23 eV. As for the maximum force: 1.2 eV Å⁻¹.